1.
12
Properties=species:S:1:pos:R:3 method="wB97M-V/def2-TZVPD" multiplicity=1 e_above_lowest_kj_mol=330.59 smiles="O=C=C[C@H]1CO1.[H][H]" orbital_gap_ev=9.8610 e_lumo_ev=0.78 homo_ha=-0.334
O 2.370 -0.226 1.539
C 1.445 -0.142 0.832
C 0.393 -0.034 0.047
C -0.992 -0.180 0.565
C -2.119 0.520 -0.054
O -1.911 -0.872 -0.265
H 0.567 0.168 -1.005
H -1.067 -0.431 1.624
H -2.993 0.780 0.543
H -1.937 1.157 -0.920
H 3.330 -0.089 -1.409
H 2.903 -0.670 -1.590

=====

2.
12
Properties=species:S:1:pos:R:3 method="wB97M-V/def2-TZVPD" multiplicity=1 e_above_lowest_kj_mol=95.45 orbital_gap_ev=11.2772 e_lumo_ev=0.90 homo_ha=-0.381
C -0.596 -0.115 -1.225
C -0.516 -0.019 0.306
C 0.642 -0.770 0.983
O 1.517 0.399 0.727
C 0.414 1.167 0.472
O 0.333 2.336 0.244
H -0.698 -1.140 -1.590
H -1.407 0.527 -1.592
H 0.315 0.314 -1.669
H -1.478 -0.044 0.827
H 0.986 -1.720 0.553
H 0.537 -0.869 2.073

=====

3.
12
Properties=species:S:1:pos:R:3 method="wB97M-V/def2-TZVPD" multiplicity=1 e_above_lowest_kj_mol=400.40 orbital_gap_ev=9.2663 e_lumo_ev=-0.42 homo_ha=-0.356
C 1.577 -0.653 -0.287
C 0.479 -0.383 0.675
O 0.357 -0.950 1.732
C -0.663 0.580 0.474
C -1.511 0.652 -0.683
O -1.672 -0.137 1.101
H 2.261 0.196 -0.269
H 2.119 -1.562 -0.017
H 1.174 -0.732 -1.297
H -0.522 1.545 0.952
H -1.572 -0.137 -1.423
H -2.028 1.581 -0.959

=====

4.
12
Properties=species:S:1:pos:R:3 method="wB97M-V/def2-TZVPD" multiplicity=1 e_above_lowest_kj_mol=421.44 orbital_gap_ev=8.2892 e_lumo_ev=-1.07 homo_ha=-0.344
C -1.296 0.433 1.191
C -0.143 -0.281 0.739
O 0.525 -1.070 1.426
C 0.521 0.441 -0.455
C 1.113 -0.570 -1.378
O 1.075 -0.439 -2.577
H -1.224 -0.800 0.071
H -1.881 1.137 0.612
H -1.466 0.468 2.270
H -0.106 1.137 -1.029
H 1.319 1.007 0.041
H 1.562 -1.465 -0.910